[1]
C24H31N3O11 | ωB97M-V with the def2-TZVPD basis set

Geometry as XYZ:
```
69
Properties=species:S:1:pos:R:3:lowdin_charge:R:1
O 2.591 0.292 -3.393 0.062
N 2.146 -0.479 -2.535 -0.333
O 2.763 -0.777 -1.505 0.077
C 0.862 -1.047 -2.742 -0.137
C 0.071 -0.709 -3.863 0.010
C -1.192 -1.279 -4.060 -0.047
C -1.696 -2.200 -3.139 0.015
C -0.937 -2.558 -2.022 -0.253
O -1.422 -3.436 -1.095 -0.003
C -1.363 -4.810 -1.519 -0.238
O -0.021 -5.312 -1.454 -0.003
C 0.596 -5.262 -0.152 -0.228
C 1.998 -5.876 -0.258 -0.178
O 2.858 -5.027 -1.029 -0.058
C -0.254 -6.006 0.903 -0.255
O -0.209 -7.426 0.716 -0.013
C -1.731 -5.574 0.846 -0.253
O -2.501 -6.434 1.710 -0.014
C -2.263 -5.647 -0.600 -0.218
O -3.615 -5.161 -0.676 -0.001
C 0.322 -1.982 -1.833 0.106
H 0.435 0.005 -4.598 0.118
H -1.781 -1.002 -4.930 0.111
H -2.679 -2.636 -3.282 0.126
H -1.727 -4.905 -2.547 0.173
H 0.707 -4.223 0.170 0.148
H 2.421 -6.016 0.742 0.128
H 1.925 -6.861 -0.733 0.131
H 3.676 -5.491 -1.277 0.095
H 0.143 -5.770 1.896 0.154
H -1.051 -7.805 1.040 0.100
H -1.809 -4.537 1.192 0.162
H -2.312 -6.254 2.648 0.116
H -2.235 -6.688 -0.941 0.173
H -3.641 -4.220 -0.429 0.104
H 0.889 -2.286 -0.961 0.124
C -1.412 5.069 4.033 -0.064
N -2.580 4.556 3.314 0.035
C -2.675 4.060 2.070 -0.460
O -3.754 3.612 1.721 0.057
C -1.488 4.071 1.084 -0.171
C -0.548 2.875 1.355 -0.092
C 0.878 3.029 0.851 -0.228
C 1.856 3.602 1.691 -0.042
C 3.158 3.832 1.209 -0.017
C 3.488 3.475 -0.116 -0.305
O 4.737 3.715 -0.594 0.056
C 2.519 2.876 -0.946 0.010
C 1.214 2.656 -0.464 -0.013
N -0.743 5.341 1.093 0.103
C -0.297 5.961 0.001 -0.552
C 0.560 7.183 0.234 0.007
O -0.550 5.599 -1.140 0.051
H -1.616 5.065 5.105 0.093
H -0.539 4.441 3.850 0.069
H -1.204 6.096 3.728 0.077
H -3.448 4.506 3.827 0.143
H -1.910 3.932 0.087 0.152
H -0.990 1.985 0.904 0.124
H -0.506 2.687 2.428 0.106
H 1.603 3.879 2.703 0.096
H 3.903 4.280 1.847 0.103
H 5.330 4.032 0.086 0.098
H 2.782 2.610 -1.959 0.105
H 0.464 2.231 -1.117 0.115
H -0.495 5.733 1.982 0.097
H 1.431 6.905 0.824 0.075
H 0.888 7.567 -0.732 0.087
H -0.022 7.942 0.751 0.080
```

Summary:
E_HOMO = -8.4 eV
SMILES string = O=[N+]([O-])c1cccc(O[C@H]2O[C@H](CO)[C@H](O)[C@H](O)[C@H]2O)c1.CNC(=O)[C@H](Cc1ccc(O)cc1)NC(C)=O
F_max = 3.56 eV Å⁻¹

---

[2]
C24H31N3O5 | ωB97M-V with the def2-TZVPD basis set

Geometry as XYZ:
```
63
Properties=species:S:1:pos:R:3:lowdin_charge:R:1
C -7.097 -0.413 0.777 -0.065
C -5.624 -0.298 0.417 -0.264
O -5.273 1.071 0.479 -0.052
C -3.983 1.429 0.253 -0.270
C -2.959 0.560 -0.108 0.000
C -1.674 1.033 -0.308 0.001
C -1.385 2.381 -0.150 -0.220
N -0.088 2.901 -0.282 0.136
C 1.010 2.315 -0.826 -0.428
O 0.979 1.270 -1.444 0.066
C 2.283 3.112 -0.527 -0.232
C 3.494 2.647 -1.339 -0.139
C 3.868 1.202 -1.018 -0.162
C 4.048 0.949 0.482 -0.282
C 4.215 -0.559 0.758 -0.136
N 3.115 -1.349 0.252 0.079
C 2.004 -1.558 0.981 -0.119
C 0.696 -1.985 0.717 -0.083
N -0.087 -2.158 -0.365 -0.059
C 0.412 -2.078 -1.721 -0.115
C 0.817 -3.484 -2.184 -0.179
O -0.279 -4.367 -2.089 -0.125
C -0.783 -4.442 -0.772 -0.170
C -1.217 -3.061 -0.263 -0.110
C 0.376 -2.070 2.151 -0.276
O -0.589 -2.442 2.782 0.084
C 1.773 -1.562 2.435 -0.288
O 2.431 -1.250 3.402 0.087
C 2.872 1.499 1.289 -0.141
C 2.610 2.965 0.966 -0.141
C -2.411 3.254 0.209 -0.021
C -3.691 2.787 0.403 -0.001
H -7.696 0.165 0.078 0.077
H -7.407 -1.453 0.739 0.075
H -7.264 -0.026 1.778 0.078
H -5.014 -0.876 1.125 0.127
H -5.451 -0.686 -0.597 0.125
H -3.144 -0.495 -0.224 0.091
H -0.891 0.347 -0.582 0.085
H 0.027 3.826 0.108 0.143
H 2.087 4.166 -0.759 0.145
H 4.333 3.310 -1.113 0.120
H 3.275 2.729 -2.405 0.120
H 3.064 0.577 -1.403 0.084
H 4.789 0.941 -1.546 0.120
H 4.963 1.449 0.819 0.148
H 5.133 -0.923 0.287 0.126
H 4.276 -0.727 1.835 0.122
H 3.038 -1.395 -0.754 0.122
H 1.231 -1.366 -1.785 0.106
H -0.404 -1.715 -2.354 0.138
H 1.116 -3.485 -3.234 0.129
H 1.651 -3.850 -1.564 0.130
H -1.629 -5.129 -0.812 0.129
H -0.015 -4.850 -0.096 0.134
H -1.549 -3.117 0.774 0.122
H -2.024 -2.677 -0.894 0.126
H 1.970 0.926 1.061 0.112
H 3.075 1.378 2.354 0.126
H 1.788 3.333 1.584 0.113
H 3.496 3.561 1.196 0.122
H -2.199 4.305 0.343 0.112
H -4.489 3.456 0.683 0.119
```

Summary:
E_HOMO = -7.7 eV
SMILES string = CCOc1ccc(NC(=O)[C@H]2CC[C@@H](CNc3c(N4CCOCC4)c(=O)c3=O)CC2)cc1
F_max = 0.82 eV Å⁻¹

---

[3]
C24H31N3O5 | ωB97M-V with the def2-TZVPD basis set

Geometry as XYZ:
```
63
Properties=species:S:1:pos:R:3:lowdin_charge:R:1
C -5.016 -5.356 -6.778 -0.067
C -4.446 -4.510 -5.650 -0.271
O -4.117 -3.246 -6.188 -0.056
C -3.600 -2.292 -5.367 -0.275
C -3.314 -1.063 -5.964 0.006
C -2.791 -0.020 -5.232 -0.001
C -2.536 -0.182 -3.871 -0.224
N -2.015 0.839 -3.072 0.127
C -1.608 2.083 -3.422 -0.464
O -1.642 2.562 -4.534 0.068
C -1.115 2.872 -2.207 -0.105
N -0.524 2.002 -1.206 -0.193
C -0.422 2.640 0.099 -0.158
C 0.127 1.634 1.116 -0.151
N 1.415 1.079 0.742 -0.181
C 2.527 2.002 0.915 -0.121
C 2.611 2.551 2.335 -0.355
O 2.603 3.750 2.521 0.096
C 2.744 1.585 3.440 -0.156
C 2.742 0.205 3.262 -0.020
C 2.892 -0.625 4.355 -0.006
C 3.053 -0.129 5.647 -0.182
O 3.204 -0.937 6.740 -0.109
C 3.225 -2.332 6.565 -0.077
C 3.057 1.269 5.839 -0.184
O 3.193 1.944 7.012 -0.062
C 3.456 1.282 8.229 -0.074
C 2.900 2.088 4.731 0.075
C 1.325 0.528 -0.598 -0.161
C 0.784 1.521 -1.631 -0.162
C -2.816 -1.406 -3.275 -0.025
C -3.343 -2.455 -4.010 -0.024
H -4.280 -5.461 -7.570 0.077
H -5.900 -4.877 -7.189 0.077
H -5.283 -6.341 -6.404 0.075
H -3.549 -4.989 -5.233 0.125
H -5.189 -4.398 -4.847 0.125
H -3.515 -0.948 -7.017 0.119
H -2.575 0.924 -5.703 0.102
H -1.864 0.615 -2.094 0.132
H -0.427 3.657 -2.560 0.136
H -1.989 3.367 -1.771 0.135
H 0.225 3.532 0.069 0.129
H -1.421 2.957 0.409 0.125
H -0.572 0.795 1.196 0.127
H 0.214 2.108 2.095 0.123
H 2.488 2.872 0.242 0.120
H 3.452 1.453 0.707 0.136
H 2.602 -0.221 2.284 0.106
H 2.883 -1.691 4.194 0.102
H 2.280 -2.702 6.154 0.098
H 3.369 -2.745 7.562 0.096
H 4.053 -2.646 5.921 0.098
H 2.635 0.624 8.521 0.093
H 3.560 2.079 8.965 0.094
H 4.384 0.707 8.185 0.095
H 2.904 3.156 4.883 0.134
H 0.648 -0.330 -0.546 0.123
H 2.311 0.174 -0.906 0.123
H 1.492 2.357 -1.760 0.125
H 0.678 1.023 -2.598 0.127
H -2.622 -1.544 -2.221 0.110
H -3.548 -3.389 -3.510 0.102
```

Summary:
E_HOMO = -7.8 eV
SMILES string = CCOc1ccc(NC(=O)CN2CCN(CC(=O)c3ccc(OC)c(OC)c3)CC2)cc1
F_max = 0.67 eV Å⁻¹

---

| no. | DFT total energy (Ha) | frontier orbital gap (eV) |
| --- | --- | --- |
| 1 | -1924.95293 | 7.6153 |
| 2 | -1473.59941 | 8.2480 |
| 3 | -1473.57375 | 8.2379 |